This record from OMol25 describes a molecular structure, C11H5N4O6Ti. The level of theory is ωB97M-V/def2-TZVPD.

Computed properties:
Multiplicity: 2
Maximum force: 0.4 eV/A
Kohn-Sham gap (spin up / spin down): 8.42 / 8.64 eV
Total charge: 0
LUMO energy (spin up / spin down): -0.7 / -0.6 eV
Energy above the lowest of the compared OMol25 structures with the same formula, charge and spin: 0.90 kcal/mol
Molar mass: 337.05 g mol⁻¹

Last column: Mulliken charge in e.
Element x y z (Å)
Ti 0.36 -0.06 -0.74  0.664
O -4.18 -1.02 3.33  -0.508
C -3.16 -0.84 2.47  1.117
C -1.89 -1.39 2.69  -0.558
C -0.93 -1.13 1.74  0.066
N -1.19 -0.38 0.69  -0.223
C -2.40 0.11 0.44  0.295
C -3.44 -0.09 1.32  -0.668
C -2.43 0.79 -0.92  0.422
O -3.40 1.34 -1.36  -0.591
O -1.24 0.67 -1.52  -0.601
C 0.49 -1.67 1.68  0.398
O 0.97 -2.35 2.54  -0.600
O 1.07 -1.30 0.55  -0.590
H -3.90 -1.55 4.08  0.305
H -1.66 -2.00 3.55  0.444
H -4.43 0.30 1.12  0.554
N 3.55 0.11 -3.47  -0.391
C 2.74 0.44 -2.46  1.231
O 1.68 -0.25 -2.27  -0.629
C 3.04 1.54 -1.61  -0.027
C 4.19 2.34 -1.77  -0.192
N 5.17 2.92 -1.96  -0.474
C 2.08 1.74 -0.61  0.753
N 1.22 1.79 0.17  -0.656
H 4.39 0.63 -3.65  0.203
H 3.30 -0.67 -4.04  0.257

This record from OMol25 describes 19 unconnected molecules or ions with the total composition C11H60NO18. The level of theory is ωB97M-V/def2-TZVPD.

Computed properties:
Maximum force: 16.1 eV/A
Kohn-Sham gap: 8.87 eV
Total charge: +1
LUMO energy: -3.1 eV
Energy above the lowest of the compared OMol25 structures with the same formula, charge and spin: 118.75 kcal/mol
Molar mass: 494.59 g mol⁻¹

Last column: Mulliken charge in e.
Element x y z (Å)
C 31.94 -39.42 -6.42  -2.057
C 31.00 -40.02 -7.60  -0.565
C 31.64 -41.10 -8.45  -0.333
C 30.77 -41.84 -9.34  -0.305
N 31.47 -42.93 -10.19  1.163
C 30.38 -43.61 -10.97  0.277
C 29.86 -44.69 -10.01  -1.856
C 30.64 -44.80 -8.80  -0.242
C 31.90 -44.07 -9.23  -2.645
C 32.54 -42.42 -11.01  -1.168
C 32.10 -41.32 -12.08  0.275
C 33.20 -41.21 -13.34  -0.817
H 32.75 -39.30 -6.99  0.608
H 32.01 -40.15 -5.80  0.802
H 31.64 -38.36 -6.02  0.127
H 30.52 -39.36 -8.31  0.581
H 30.11 -40.45 -7.08  0.386
H 32.05 -41.75 -7.80  0.209
H 32.49 -40.71 -8.90  0.409
H 30.33 -41.13 -9.94  0.780
H 29.92 -42.35 -8.72  -0.461
H 30.74 -44.30 -11.67  0.436
H 29.74 -42.90 -11.69  -0.702
H 29.90 -45.64 -10.47  0.609
H 28.93 -44.67 -9.98  1.039
H 30.97 -45.71 -8.48  0.762
H 30.17 -44.29 -7.82  0.011
H 32.52 -44.78 -9.78  0.522
H 32.37 -43.77 -8.55  1.812
H 33.28 -42.99 -11.49  0.761
H 33.39 -42.02 -10.32  0.092
H 31.83 -40.35 -11.55  0.225
H 31.07 -41.43 -12.18  -0.132
H 33.22 -40.29 -13.98  0.231
H 33.20 -42.26 -13.86  0.199
H 34.25 -40.94 -12.87  0.185
O 28.97 -40.30 -4.49  -0.668
H 28.99 -39.28 -5.00  0.353
H 29.76 -40.16 -4.08  0.315
O 33.85 -45.01 -14.60  -0.727
H 33.51 -45.36 -13.69  0.447
H 34.76 -44.55 -14.33  0.333
O 32.71 -37.22 -9.38  -0.568
H 33.21 -37.96 -9.29  0.299
H 33.10 -36.39 -9.26  0.271
O 33.49 -44.06 -6.27  -0.618
H 34.05 -43.34 -6.57  0.382
H 34.10 -44.86 -6.02  0.332
O 27.32 -40.89 -9.30  -0.616
H 26.71 -40.28 -8.88  0.266
H 27.47 -41.68 -8.71  0.378
O 29.77 -47.25 -5.95  -0.580
H 29.26 -46.81 -6.57  0.260
H 29.00 -47.55 -5.38  0.333
O 32.25 -38.52 -16.23  -0.635
H 33.15 -38.72 -16.37  0.299
H 32.20 -37.80 -15.56  0.321
O 34.73 -39.77 -9.94  -0.512
H 35.08 -39.85 -9.12  0.220
H 35.32 -40.53 -10.22  0.275
O 28.53 -41.37 -13.51  -0.678
H 29.15 -42.10 -13.80  0.302
H 28.90 -40.64 -13.97  0.298
O 31.20 -40.41 -2.89  -0.671
H 31.23 -39.48 -2.93  0.325
H 32.17 -40.77 -3.00  0.322
O 27.60 -43.06 -7.51  -0.664
H 27.60 -44.03 -7.25  0.261
H 27.55 -42.69 -6.62  0.314
O 32.11 -43.93 -16.26  -0.618
H 32.62 -44.25 -15.49  0.351
H 32.76 -43.54 -16.74  0.268
O 34.47 -41.75 -7.13  -0.739
H 34.88 -40.96 -6.80  0.301
H 35.11 -41.93 -7.78  0.259
O 33.27 -47.62 -9.85  -0.681
H 32.53 -47.70 -9.18  0.337
H 33.83 -46.98 -9.44  0.310
O 29.77 -36.16 -7.59  -0.656
H 30.68 -36.55 -7.45  0.343
H 29.70 -35.20 -7.67  0.296
O 26.87 -42.89 -11.81  -0.545
H 27.20 -42.53 -12.45  0.257
H 26.44 -42.29 -11.13  0.325
O 32.94 -45.88 -12.17  -0.603
H 33.28 -46.43 -11.44  0.269
H 32.37 -46.26 -12.75  0.304
O 28.36 -37.82 -5.51  -0.604
H 28.75 -37.13 -4.94  0.357
H 28.94 -37.48 -6.10  0.283

This record from OMol25 describes a molecular structure, C11H6ClN6O4S. The level of theory is ωB97M-V/def2-TZVPD.

Computed properties:
Maximum force: 12.7 eV/A
Kohn-Sham gap: 4.37 eV
Total charge: -1
LUMO energy: 0.8 eV
Energy above the lowest of the compared OMol25 structures with the same formula, charge and spin: 48.10 kcal/mol
Molar mass: 353.73 g mol⁻¹

Last column: Mulliken charge in e.
Element x y z (Å)
Cl 3.85 0.95 2.67  -0.266
C 2.35 0.13 2.65  0.462
C 2.31 -1.27 2.66  -0.508
C 1.10 -1.93 2.66  -0.366
C -0.08 -1.21 2.65  -0.668
C -0.06 0.19 2.65  0.127
S -1.49 1.07 2.64  -0.461
C 1.17 0.85 2.65  -0.686
H 3.24 -1.81 2.67  0.391
H 1.08 -3.00 2.67  0.362
H -1.03 -1.72 2.66  0.397
H 1.21 1.93 2.65  0.375
O 1.99 0.01 -3.96  -0.566
N 1.05 -0.65 -3.52  0.962
O 0.84 -1.82 -3.85  -0.618
C 0.13 -0.04 -2.58  -0.421
C -0.94 -0.74 -2.13  0.022
C -1.91 -0.17 -1.27  -0.141
N -3.09 -0.94 -0.91  0.965
O -3.35 -1.95 -1.57  -0.607
O -3.77 -0.56 0.03  -0.538
C -1.80 1.11 -0.84  -0.207
N -0.73 1.89 -1.26  0.785
N -0.45 3.19 -1.02  -0.699
N 0.58 3.17 -1.74  -0.521
N 1.16 2.26 -2.46  -0.197
C 0.26 1.31 -2.15  0.503
H -1.08 -1.76 -2.46  0.591
H -2.54 1.54 -0.19  0.528

This record from OMol25 describes a molecular structure, C11H6F6N2O4ReS3. The level of theory is ωB97M-V/def2-TZVPD.

Computed properties:
Multiplicity: 4
Maximum force: 1.0 eV/A
Kohn-Sham gap (spin up / spin down): 5.88 / 6.15 eV
Total charge: +2
LUMO energy (spin up / spin down): -9.8 / -9.6 eV
Molar mass: 626.58 g mol⁻¹

Last column: Mulliken charge in e.
Element x y z (Å)
Re 0.10 -0.25 -0.07  0.924
S 4.14 1.52 -0.17  -0.095
C 4.35 -0.19 -0.23  -0.439
C 3.18 -0.89 -0.19  -0.666
C 2.04 -0.02 -0.12  0.316
C 2.46 1.34 -0.10  -0.247
C 1.43 2.34 0.00  1.530
C 1.60 3.71 0.03  -0.869
C 0.48 4.53 0.14  -0.293
C -0.79 3.96 0.23  -0.869
C -0.92 2.60 0.20  0.063
N 0.16 1.78 0.08  -0.009
H 5.35 -0.59 -0.28  0.498
H 3.13 -1.96 -0.21  0.432
H 2.59 4.13 -0.04  0.448
H 0.60 5.60 0.17  0.475
H -1.68 4.57 0.32  0.456
H -1.88 2.11 0.25  0.528
F -2.00 0.09 2.48  -0.214
C -3.21 -0.26 2.03  0.800
F -3.94 0.82 1.84  -0.165
F -3.79 -1.09 2.85  -0.172
S -2.97 -1.06 0.36  0.991
O -2.10 -0.09 -0.37  -0.768
O -4.20 -1.37 -0.23  -0.497
N -2.08 -2.32 0.78  -0.299
S -0.69 -2.69 0.31  1.063
O 0.41 -1.98 1.10  -0.629
O -0.33 -2.10 -1.06  -0.620
C -0.62 -4.61 0.69  0.700
F 0.56 -5.02 0.32  -0.126
F -0.81 -4.67 1.97  -0.126
F -1.58 -5.14 0.00  -0.119

This record from OMol25 describes 28 unconnected molecules or ions with the total composition C11H78NO27. The level of theory is ωB97M-V/def2-TZVPD.

Computed properties:
Maximum force: 13.5 eV/A
Kohn-Sham gap: 9.50 eV
Total charge: +1
LUMO energy: -2.7 eV
Energy above the lowest of the compared OMol25 structures with the same formula, charge and spin: 55.55 kcal/mol
Molar mass: 656.73 g mol⁻¹

Last column: Mulliken charge in e.
Element x y z (Å)
C 1.80 2.55 -1.72  -2.136
C 2.09 2.29 -0.24  0.541
C 1.63 0.78 0.23  -0.570
C 0.11 0.63 0.36  -0.583
N -0.26 -0.74 0.82  1.347
C -1.79 -0.87 0.82  -0.635
C -2.31 -0.35 2.11  0.170
C -1.22 -0.32 3.04  -0.980
C -0.09 -1.05 2.23  -0.884
C 0.32 -1.68 -0.09  -1.483
C -0.13 -1.61 -1.57  0.665
C 0.52 -2.74 -2.37  -1.465
H 1.87 3.50 -2.02  0.923
H 0.85 2.12 -2.08  0.268
H 2.62 2.37 -2.33  0.522
H 1.43 2.97 0.37  -0.667
H 3.10 2.37 0.03  0.603
H 2.23 0.77 1.15  0.151
H 2.17 0.25 -0.50  0.440
H -0.57 0.73 -0.44  0.851
H -0.24 1.29 1.20  -0.360
H -2.09 -1.84 0.82  0.451
H -2.33 -0.33 -0.06  0.136
H -3.24 -0.75 2.57  -0.013
H -2.81 0.71 2.00  0.063
H -1.42 -0.84 3.82  0.142
H -0.80 0.53 3.22  0.378
H -0.13 -2.23 2.30  0.445
H 0.91 -0.83 2.67  0.732
H 0.08 -2.81 0.25  0.472
H 1.38 -1.75 -0.13  0.711
H 0.24 -0.84 -1.89  0.486
H -1.28 -1.78 -1.72  -0.209
H 1.69 -2.92 -2.45  0.113
H 0.53 -2.36 -3.40  0.149
H 0.27 -3.75 -2.10  0.394
O 3.39 4.09 2.49  -0.668
H 2.92 3.20 2.55  0.477
H 4.03 3.95 1.86  0.313
O 3.50 -4.93 -3.17  -0.599
H 3.27 -5.63 -2.61  0.290
H 3.98 -5.59 -3.84  0.321
O 5.61 3.37 -2.53  -0.591
H 5.69 2.47 -2.26  0.292
H 5.05 3.48 -3.30  0.316
O 1.69 3.68 -5.16  -0.575
H 2.08 3.71 -6.00  0.268
H 1.94 4.48 -4.86  0.240
O -1.94 0.29 -3.24  -0.436
H -2.42 0.98 -2.87  0.284
H -1.52 0.85 -3.80  0.179
O 1.04 -5.47 3.25  -0.582
H 1.09 -4.62 3.57  0.358
H 0.25 -5.67 3.13  0.245
O 1.20 -2.74 4.01  -0.675
H 1.50 -1.98 3.94  0.286
H 0.40 -2.84 4.56  0.426
O -0.91 2.70 -4.92  -0.579
H -0.04 2.83 -4.64  0.303
H -1.03 2.58 -5.83  0.261
O -0.98 -2.90 -6.08  -0.678
H -1.11 -3.00 -7.16  0.297
H -0.83 -1.88 -5.90  0.399
O -2.83 -4.18 2.22  -0.555
H -3.81 -4.32 2.03  0.307
H -2.26 -4.44 1.39  0.205
O -0.26 3.74 2.01  -0.388
H -0.31 4.44 1.37  0.053
H -0.35 4.38 2.70  0.388
O 2.34 5.76 0.24  -0.687
H 2.69 5.02 0.75  0.334
H 3.30 5.88 -0.23  0.367
O -2.49 -4.14 -1.37  -0.579
H -2.90 -3.28 -1.16  0.266
H -2.45 -4.28 -2.34  0.313
O -3.48 -2.07 4.24  -0.682
H -4.47 -2.05 4.41  0.311
H -3.47 -2.90 3.82  0.271
O -5.74 -2.81 0.78  -0.702
H -6.63 -3.13 1.17  0.345
H -5.65 -1.94 1.37  0.355
O 0.07 1.14 5.33  -0.574
H -0.82 1.15 5.60  0.233
H 0.54 0.86 6.13  0.248
O -2.99 3.43 1.93  -0.614
H -3.33 3.45 2.81  0.326
H -2.08 2.98 2.11  0.248
O -1.10 -2.15 5.57  -0.632
H -1.87 -2.17 5.01  0.444
H -1.28 -2.69 6.37  0.285
O 5.71 3.21 0.97  -0.610
H 6.27 3.73 0.39  0.298
H 6.15 2.94 1.81  0.298
O -0.57 5.31 -0.30  -0.656
H -1.15 5.99 0.00  0.275
H 0.31 5.50 -0.26  0.335
O 1.60 1.97 3.31  -0.769
H 1.11 1.70 4.14  0.358
H 1.11 2.75 3.07  0.189
O 0.05 -0.36 -5.65  -0.665
H 0.28 0.02 -6.66  0.313
H 0.87 0.02 -5.15  0.383
O 2.43 -0.40 -4.23  -0.598
H 3.19 -0.54 -3.63  0.313
H 2.37 -1.11 -4.79  0.248
O -5.14 1.41 4.64  -0.603
H -5.08 0.93 3.76  0.323
H -4.15 1.27 5.02  0.318
O -4.13 -1.98 -0.65  -0.577
H -4.56 -1.50 -1.38  0.195
H -4.69 -2.29 0.08  0.358
O 4.00 1.96 -4.95  -0.656
H 3.77 1.23 -4.49  0.323
H 3.16 2.59 -4.80  0.361
O -1.64 -5.56 0.09  -0.678
H -0.93 -6.23 0.03  0.293
H -1.61 -5.09 -0.73  0.403

This record from OMol25 describes 2 unconnected molecules or ions with the total composition C11H7BrFIN2O3. The level of theory is ωB97M-V/def2-TZVPD.

Computed properties:
Maximum force: 1.9 eV/A
SMILES: Fc1cc2ncc(Br)nc2cc1I.O=C1OCCO1
Kohn-Sham gap: 8.48 eV
Total charge: 0
LUMO energy: -1.0 eV
Molar mass: 440.99 g mol⁻¹

Last column: Mulliken charge in e.
Element x y z (Å)
F 3.27 0.16 -1.87  -0.327
C 2.14 0.75 -1.47  0.646
C 0.94 0.23 -1.80  -0.377
C -0.30 0.80 -1.37  0.241
N -1.46 0.20 -1.77  -0.591
C -2.50 0.84 -1.29  -0.176
C -2.45 2.00 -0.46  0.192
Br -4.09 2.78 0.18  -0.146
N -1.35 2.59 -0.10  -0.538
C -0.23 1.97 -0.59  0.446
C 1.05 2.53 -0.27  -0.417
C 2.21 1.95 -0.69  -0.358
I 4.08 2.78 -0.16  0.137
H 0.90 -0.68 -2.42  0.439
H -3.50 0.44 -1.54  0.416
H 1.11 3.45 0.31  0.403
O -0.26 -1.30 4.00  -0.515
C -0.14 -1.73 2.91  0.648
O -1.12 -2.36 2.21  -0.346
C -0.66 -2.53 0.87  0.082
C 0.84 -2.49 1.03  -0.248
O 1.01 -1.67 2.18  -0.329
H -1.02 -3.46 0.45  0.315
H -1.04 -1.70 0.26  -0.074
H 1.26 -3.48 1.23  0.267
H 1.34 -2.06 0.17  0.211

Q: The lowest maximum force belongs to which entry?
A: C11H5N4O6Ti